C5H8N3O | ωB97M-V/def2-TZVPD

Positions of all 17 atoms, in Å:
1 C 0.104 -1.804 -2.180
2 C 0.137 -0.825 -1.193
3 C 0.645 1.481 -0.318
4 C -0.702 1.189 2.952
5 C 0.362 0.514 -1.359
6 N -0.232 -2.993 -1.710
7 N -0.201 -1.556 -0.100
8 N -0.411 -2.784 -0.431
9 O -0.480 0.573 1.918
10 H 0.180 -1.488 -3.204
11 H 1.636 1.321 0.089
12 H 0.470 2.479 -0.556
13 H 0.249 1.319 0.794
14 H -1.626 1.110 3.401
15 H -0.498 -1.216 0.810
16 H 0.069 1.758 3.413
17 H 0.299 0.923 -2.326

## Properties
LUMO level in eV: -6.376
Maximum force in eV/A: 2.6
Calculated total energy in Ha: -434.42717
HOMO in eV: -14.74
Frontier orbital gap in eV: 8.4
Charge: +1

***

C53H51BiCl3GeN5O3PSSe2Te | ωB97M-V/def2-TZVPD

Positions of all 122 atoms, in Å:
1 Bi -0.084 0.357 -0.407
2 C 5.300 -4.398 -2.665
3 C 4.246 -3.333 -2.519
4 C 3.516 -2.868 -3.599
5 C 2.557 -1.863 -3.478
6 C 1.886 -1.470 -4.751
7 O 1.585 -2.311 -5.576
8 C 1.673 -0.022 -5.099
9 C 2.452 0.990 -4.551
10 C 2.282 2.303 -4.966
11 C 1.330 2.611 -5.929
12 C 0.563 1.599 -6.495
13 C 0.740 0.287 -6.084
14 C 2.246 -1.299 -2.216
15 O 1.303 -0.393 -2.109
16 C 2.984 -1.794 -1.114
17 C 3.952 -2.773 -1.281
18 C 2.780 -1.255 0.263
19 N 3.093 -0.071 0.618
20 C 3.712 0.838 -0.325
21 C 4.800 1.639 0.372
22 Te 6.586 0.520 0.754
23 C 5.966 -0.482 2.502
24 C 6.066 -1.868 2.562
25 C 5.802 -2.539 3.749
26 C 5.433 -1.830 4.881
27 C 5.307 -0.449 4.819
28 C 5.576 0.224 3.636
29 C 2.229 -2.175 1.303
30 C 1.780 -3.450 0.971
31 C 1.315 -4.315 1.951
32 C 1.304 -3.918 3.279
33 C 1.750 -2.646 3.618
34 C 2.201 -1.778 2.640
35 H 5.468 -4.635 -3.715
36 H 5.006 -5.320 -2.158
37 H 6.250 -4.076 -2.234
38 H 3.693 -3.275 -4.588
39 H 3.195 0.746 -3.803
40 H 2.890 3.088 -4.537
41 H 1.198 3.637 -6.250
42 H -0.154 1.835 -7.272
43 H 0.176 -0.524 -6.528
44 H 4.497 -3.104 -0.402
45 H 2.950 1.534 -0.685
46 H 4.121 0.320 -1.200
47 H 4.439 2.031 1.323
48 H 5.120 2.476 -0.249
49 H 6.359 -2.426 1.681
50 H 5.879 -3.619 3.784
51 H 5.238 -2.353 5.809
52 H 5.022 0.112 5.701
53 H 5.491 1.303 3.600
54 H 1.784 -3.768 -0.063
55 H 0.962 -5.300 1.675
56 H 0.960 -4.599 4.048
57 H 1.773 -2.343 4.657
58 H 2.563 -0.792 2.893
59 Se 0.716 1.708 2.224
60 P -1.224 2.650 2.008
61 Se -2.532 1.687 0.548
62 C -0.998 4.399 1.528
63 C -1.862 5.019 0.634
64 C -1.666 6.347 0.283
65 C -0.610 7.063 0.826
66 C 0.251 6.449 1.726
67 C 0.064 5.120 2.071
68 C -2.066 2.730 3.621
69 C -1.329 3.120 4.738
70 C -1.944 3.209 5.976
71 C -3.291 2.893 6.109
72 C -4.023 2.498 4.999
73 C -3.413 2.423 3.754
74 H -2.686 4.459 0.211
75 H -2.339 6.820 -0.422
76 H -0.453 8.096 0.546
77 H 1.077 7.002 2.153
78 H 0.759 4.633 2.743
79 H -0.272 3.335 4.638
80 H -1.371 3.521 6.840
81 H -3.767 2.949 7.079
82 H -5.068 2.236 5.099
83 H -3.982 2.110 2.887
84 O -0.995 -2.676 0.002
85 H -1.011 -3.338 -0.697
86 H -1.596 -3.007 0.683
87 Cl -5.015 -1.186 4.274
88 Ge -4.182 -1.097 2.225
89 Cl -6.001 -0.669 1.012
90 Cl -4.000 -3.347 1.772
91 C -0.553 -0.225 5.793
92 N -1.164 -1.517 5.521
93 C -1.286 -2.580 6.396
94 C -1.937 -3.565 5.738
95 N -2.185 -3.094 4.470
96 C -1.711 -1.844 4.338
97 S -1.752 -0.814 2.979
98 H -0.134 -0.246 6.795
99 H -1.306 0.560 5.719
100 H 0.227 -0.019 5.061
101 H -0.911 -2.536 7.401
102 H -2.248 -4.540 6.062
103 H -2.687 -3.560 3.719
104 N -2.159 0.497 -4.441
105 C -1.313 0.846 -3.452
106 N -1.574 0.223 -2.332
107 C -2.666 -0.601 -2.593
108 C -3.395 -1.438 -1.753
109 C -4.473 -2.104 -2.296
110 C -4.827 -1.949 -3.646
111 C -4.124 -1.110 -4.486
112 C -3.047 -0.432 -3.925
113 H -2.126 0.853 -5.380
114 H -0.508 1.548 -3.595
115 H -3.111 -1.568 -0.719
116 H -5.064 -2.751 -1.662
117 H -5.677 -2.495 -4.033
118 H -4.398 -0.983 -5.524
119 C 0.466 2.348 -1.289
120 H -0.427 2.939 -1.487
121 H 1.014 2.148 -2.206
122 H 1.100 2.888 -0.588

## Properties
LUMO level (spin up / spin down) in eV: 0.318 / -1.386
Maximum force in eV/A: 0.3
Calculated total energy in Ha: -12032.51622
HOMO (spin up / spin down) in eV: -7.03 / -7.52
⟨S²⟩: 0.76
Frontier orbital gap (spin up / spin down) in eV: 7.4 / 6.1
Charge: 0
Spin multiplicity: 2

***

> Among the records above, which one has the highest maximum force?

C5H8N3O